(1)
Formula: C26H27ClN3O5S
Source: the OMol25 dataset
Level of theory: the ωB97M-V functional and the def2-TZVPD basis

```
! wB97M-V def2-TZVPD RIJCOSX def2/J DEFGRID3
* xyz -1 1
C 1.199 -0.363 -4.856
N 0.193 -0.912 -3.969
C -0.935 -1.448 -4.606
O -1.124 -1.313 -5.810
N -1.814 -2.167 -3.780
C -2.958 -2.725 -4.471
C -1.879 -1.970 -2.388
O -2.892 -2.256 -1.745
C -0.654 -1.454 -1.745
C -0.648 -1.270 -0.397
C 0.586 -1.038 0.359
C 1.162 0.241 0.401
C 2.394 0.461 0.992
C 3.052 -0.613 1.657
N 4.257 -0.403 2.269
C 4.736 0.941 2.511
C 4.481 1.851 1.322
C 3.017 1.813 0.887
C 4.828 -1.377 3.173
C 4.629 -2.797 2.680
C 3.183 -3.071 2.263
C 2.472 -1.912 1.637
C 1.235 -2.094 1.034
C 0.495 -1.079 -2.608
O 1.643 -0.846 -2.225
H 2.002 0.037 -4.242
H 1.585 -1.152 -5.510
H 0.735 0.416 -5.466
H -3.527 -3.328 -3.768
H -3.578 -1.914 -4.873
H -2.600 -3.338 -5.299
H -1.534 -1.551 0.161
H 0.632 1.067 -0.079
H 4.249 1.359 3.414
H 5.811 0.860 2.716
H 4.766 2.869 1.595
H 5.112 1.542 0.482
H 2.934 2.171 -0.147
H 2.431 2.522 1.489
H 5.897 -1.145 3.260
H 4.381 -1.270 4.178
H 5.296 -2.981 1.831
H 4.921 -3.484 3.478
H 3.174 -3.913 1.559
H 2.616 -3.409 3.144
H 0.772 -3.085 1.014
Cl -2.448 1.165 -1.732
C -2.341 0.780 -0.105
S -2.468 2.077 1.053
C -4.182 2.656 1.223
C -4.501 4.005 1.043
C -5.803 4.456 1.277
C -6.799 3.558 1.672
C -6.487 2.202 1.805
C -5.181 1.752 1.591
O -2.168 1.488 2.344
O -1.718 3.208 0.559
H -2.858 -0.139 0.174
H -3.730 4.701 0.721
H -6.040 5.515 1.161
H -7.807 3.915 1.885
H -7.263 1.494 2.094
H -4.939 0.698 1.712
*
```

Calculated values
- E_tot: -2405.8808 hartree
- E_HOMO: -3.721 eV


(2)
Formula: C26H27HfN12O2S3
Source: the OMol25 dataset
Level of theory: the ωB97M-V functional and the def2-TZVPD basis

```
! wB97M-V def2-TZVPD RIJCOSX def2/J DEFGRID3
* xyz 1 1
Hf -0.492 0.373 -0.764
O -4.375 2.174 -1.482
C -3.334 1.813 -0.991
N -2.182 1.437 -1.645
C -2.249 1.235 -3.018
O -3.184 0.864 -3.676
C -0.908 1.551 -3.623
C -0.759 1.918 -4.943
C 0.492 2.354 -5.363
C 1.530 2.400 -4.451
C 1.308 1.961 -3.153
N 0.111 1.532 -2.746
C -3.135 1.794 0.498
C -4.067 2.370 1.341
C -3.841 2.321 2.707
C -2.702 1.681 3.166
C -1.825 1.120 2.254
N -2.026 1.178 0.930
H -1.618 1.888 -5.597
H 0.648 2.674 -6.384
H 2.510 2.759 -4.728
H 2.096 1.946 -2.417
H -4.936 2.840 0.902
H -4.538 2.775 3.399
H -2.482 1.616 4.222
H -0.937 0.601 2.582
S 0.920 2.221 0.295
C 1.500 1.596 1.835
C 2.113 2.489 2.708
C 2.689 2.055 3.896
C 3.328 3.001 4.755
N 3.839 3.763 5.447
C 2.646 0.693 4.224
C 2.009 -0.199 3.370
C 1.428 0.229 2.179
S 0.579 -0.953 1.201
C 3.248 0.201 5.423
N 3.724 -0.197 6.390
H 2.151 3.540 2.453
H 1.963 -1.245 3.640
C -3.088 -4.744 -0.108
N -2.886 -3.340 0.229
C -3.662 -2.795 1.336
C -2.084 -2.523 -0.471
N -2.107 -1.230 -0.408
N -1.164 -3.142 -1.299
C -0.432 -2.518 -2.279
N 0.213 -3.347 -3.118
N -0.365 -1.227 -2.368
H -2.404 -5.398 0.440
H -2.983 -4.906 -1.179
H -4.107 -5.019 0.154
H -3.913 -3.606 2.014
H -4.588 -2.327 0.991
H -3.065 -2.071 1.890
H -2.877 -0.898 0.155
H -0.941 -4.105 -1.112
H 0.026 -4.333 -3.146
H 1.010 -3.003 -3.628
H 0.149 -0.961 -3.202
C 4.819 0.578 1.074
N 3.837 0.417 0.020
C 3.759 -0.633 -0.785
N 4.710 -1.570 -0.721
S 2.483 -0.789 -1.897
H 4.641 1.530 1.565
H 5.834 0.599 0.671
H 4.734 -0.218 1.819
H 3.057 1.061 -0.031
H 5.501 -1.495 -0.103
H 4.651 -2.358 -1.339
*
```

Calculated values
- E_tot: -3057.2258 hartree
- E_HOMO: -10.221 eV


(3)
Formula: C26H27IN5PTc
Source: the OMol25 dataset
Level of theory: the ωB97M-V functional and the def2-TZVPD basis

```
! wB97M-V def2-TZVPD RIJCOSX def2/J DEFGRID3
* xyz 4 4
Tc -1.684 -0.021 0.256
I -2.466 -2.250 -0.908
C -1.041 -3.347 -2.094
C -1.605 -4.501 -2.600
C -0.866 -5.347 -3.424
C 0.438 -5.017 -3.716
C 1.034 -3.846 -3.198
C 2.375 -3.574 -3.532
C 3.017 -2.459 -3.039
C 2.320 -1.589 -2.213
C 0.988 -1.804 -1.851
P 0.475 -0.407 -0.760
C 1.636 -0.394 0.632
C 1.804 0.830 1.297
C 2.747 0.942 2.301
C 3.479 -0.176 2.690
C 3.278 -1.401 2.063
C 2.351 -1.522 1.041
C 0.799 1.071 -1.781
C -0.194 1.468 -2.685
C 0.021 2.564 -3.500
C 1.215 3.271 -3.412
C 2.207 2.865 -2.531
C 2.002 1.772 -1.704
C 0.293 -2.945 -2.339
H -2.630 -4.760 -2.371
H -1.325 -6.243 -3.817
H 1.029 -5.668 -4.347
H 2.897 -4.258 -4.189
H 4.048 -2.257 -3.287
H 2.836 -0.716 -1.833
H 1.210 1.686 0.997
H 2.916 1.895 2.780
H 4.199 -0.092 3.491
H 3.854 -2.262 2.368
H 2.209 -2.475 0.553
H -1.121 0.908 -2.752
H -0.737 2.875 -4.202
H 1.374 4.142 -4.032
H 3.152 3.389 -2.490
H 2.784 1.467 -1.024
C -3.236 2.135 4.973
N -2.238 1.423 4.197
C -1.443 0.493 4.979
C -2.171 1.461 2.867
N -1.465 0.588 2.149
N -2.857 2.458 2.204
C -2.964 2.675 0.856
N -3.596 3.778 0.483
N -2.454 1.825 -0.018
H -2.872 2.271 5.991
H -4.153 1.538 5.037
H -3.491 3.123 4.592
H -1.267 0.926 5.963
H -0.467 0.300 4.535
H -1.975 -0.450 5.137
H -0.941 -0.047 2.752
H -3.314 3.142 2.800
H -4.024 4.424 1.132
H -3.742 4.010 -0.490
H -2.650 2.114 -0.979
*
```

Calculated values
- E_tot: -1999.0690 hartree
- E_HOMO (spin up / spin down): -18.968 / -18.986 eV


(4)
Formula: C26H27LuN5OS2
Source: the OMol25 dataset
Level of theory: the ωB97M-V functional and the def2-TZVPD basis

```
! wB97M-V def2-TZVPD RIJCOSX def2/J DEFGRID3
* xyz 1 1
Lu -0.260 -0.283 0.538
O -0.068 1.759 -0.271
S -0.092 3.146 0.419
C -0.090 4.334 -0.949
C 1.361 4.719 -1.217
C 2.007 4.798 0.164
C 1.630 3.498 0.870
H -0.684 5.182 -0.603
H -0.615 3.850 -1.772
H 1.416 5.664 -1.756
H 1.851 3.955 -1.822
H 1.608 5.657 0.711
H 3.089 4.911 0.123
H 1.713 3.519 1.955
H 2.176 2.633 0.485
N -7.651 0.897 2.574
C -6.547 0.711 2.314
C -5.161 0.477 1.983
C -4.740 0.538 0.658
C -3.405 0.316 0.358
C -2.443 0.027 1.338
C -2.911 -0.025 2.657
C -4.239 0.193 2.989
H -5.458 0.760 -0.122
H -3.118 0.380 -0.690
H -2.224 -0.243 3.471
H -4.570 0.147 4.019
N -2.269 -4.998 -3.808
C -1.984 -3.898 -3.648
C -1.602 -2.529 -3.408
C -1.669 -1.557 -4.400
C -1.274 -0.270 -4.087
C -0.827 0.001 -2.808
N -0.759 -0.935 -1.850
C -1.146 -2.175 -2.148
H -2.024 -1.812 -5.390
H -1.306 0.520 -4.824
H -0.507 0.995 -2.525
H -1.094 -2.914 -1.363
S 2.166 -0.205 1.568
C 1.967 0.971 2.877
C 0.706 1.370 3.323
C 0.547 2.310 4.331
C 1.667 2.874 4.924
C 2.931 2.482 4.498
C 3.084 1.541 3.489
H -0.179 0.959 2.854
H -0.448 2.598 4.649
H 1.556 3.603 5.716
H 3.811 2.913 4.961
H 4.072 1.241 3.163
C 0.892 -4.856 3.166
N 0.521 -4.811 1.742
C 0.147 -6.062 1.068
C 0.246 -3.662 1.194
N 0.012 -2.630 0.720
H 1.724 -5.545 3.287
H 0.047 -5.193 3.766
H 1.202 -3.868 3.493
H 0.923 -6.798 1.261
H 0.079 -5.897 -0.004
H -0.808 -6.433 1.440
*
```

Calculated values
- E_tot: -3387.7249 hartree
- E_HOMO: -10.297 eV


(5)
Formula: C26H27N4O6PdS3Sb
Source: the OMol25 dataset
Level of theory: the ωB97M-V functional and the def2-TZVPD basis

```
! wB97M-V def2-TZVPD RIJCOSX def2/J DEFGRID3
* xyz 1 2
Pd 0.544 -1.715 -0.100
O -1.335 0.260 -0.272
C -1.999 0.797 -1.232
C -0.565 -0.666 -4.190
O -0.953 -0.219 -5.185
O -0.181 -1.103 -3.187
C -1.358 1.876 -1.935
C -1.988 2.510 -3.017
C -1.321 3.500 -3.712
C -0.045 3.884 -3.316
C 0.577 3.289 -2.220
C -0.074 2.289 -1.532
C -3.347 0.282 -1.476
C -4.186 0.134 -0.368
C -5.457 -0.386 -0.537
C -5.876 -0.795 -1.795
C -5.032 -0.675 -2.892
C -3.773 -0.123 -2.742
H -1.749 -0.609 0.058
H -2.991 2.234 -3.306
H -1.796 3.980 -4.555
H 0.470 4.665 -3.860
H 1.567 3.608 -1.920
H 0.393 1.819 -0.678
H -3.852 0.446 0.614
H -6.116 -0.481 0.315
H -6.863 -1.217 -1.922
H -5.352 -1.019 -3.865
H -3.117 -0.048 -3.598
S -1.800 -4.110 -2.957
Sb -1.003 -4.481 -0.851
S 1.270 -3.805 -0.616
S -1.438 -2.592 0.618
O 2.757 4.007 2.578
C 3.822 4.014 1.648
N 3.758 2.753 0.960
C 3.740 2.653 -0.389
O 3.890 3.595 -1.146
C 3.487 1.279 -0.941
C 4.070 0.906 -2.147
C 3.761 -0.332 -2.679
C 2.838 -1.134 -2.029
N 2.253 -0.760 -0.888
C 2.596 0.411 -0.341
H 2.823 4.790 3.135
H 4.783 4.122 2.159
H 3.721 4.800 0.899
H 3.659 1.928 1.529
H 4.747 1.589 -2.643
H 4.205 -0.674 -3.603
H 2.534 -2.095 -2.422
H 2.095 0.651 0.589
N 1.025 -0.707 2.166
C 1.001 -1.300 3.161
N 0.953 -1.984 4.277
C 1.400 -3.388 4.273
C 0.182 -4.295 4.249
O -0.686 -3.987 5.326
C -1.185 -2.668 5.225
C -0.051 -1.659 5.300
H 1.982 -3.556 5.181
H 2.035 -3.555 3.405
H 0.477 -5.336 4.364
H -0.347 -4.176 3.293
H -1.878 -2.526 6.052
H -1.729 -2.545 4.278
H 0.437 -1.707 6.275
H -0.410 -0.644 5.136
*
```

Calculated values
- E_tot: -3239.9691 hartree
- E_HOMO (spin up / spin down): -10.353 / -10.499 eV


(6)
Formula: C26H27N5O3
Source: the OMol25 dataset
Level of theory: the ωB97M-V functional and the def2-TZVPD basis

```
! wB97M-V def2-TZVPD RIJCOSX def2/J DEFGRID3
* xyz 0 1
C 0.500 -3.329 -2.989
N -0.500 -3.055 -1.966
C -1.818 -3.356 -2.331
O -2.125 -3.747 -3.456
N -2.738 -3.224 -1.277
C -4.085 -3.582 -1.641
C -2.630 -2.164 -0.349
O -3.644 -1.662 0.177
C -1.297 -1.657 -0.115
C -1.193 -0.425 0.518
C 0.060 0.046 1.182
C 0.885 1.055 0.640
C 1.875 1.696 1.375
C 2.234 1.193 2.655
N 3.247 1.776 3.369
C 3.769 3.077 3.005
C 3.866 3.237 1.495
C 2.546 2.909 0.810
C 3.556 1.394 4.731
C 3.303 -0.092 4.953
C 1.889 -0.475 4.511
C 1.514 0.079 3.173
C 0.470 -0.466 2.433
C -0.184 -2.241 -0.845
O 1.004 -1.962 -0.648
H 1.500 -3.167 -2.583
H 0.407 -4.358 -3.365
H 0.357 -2.662 -3.854
H -4.697 -3.577 -0.751
H -4.496 -2.855 -2.347
H -4.087 -4.560 -2.110
H -2.120 0.022 0.924
H 0.700 1.426 -0.370
H 3.123 3.880 3.417
H 4.760 3.180 3.473
H 4.157 4.270 1.288
H 4.644 2.566 1.111
H 2.716 2.763 -0.262
H 1.863 3.767 0.897
H 4.616 1.647 4.912
H 2.944 1.980 5.448
H 4.048 -0.669 4.389
H 3.441 -0.303 6.018
H 1.798 -1.565 4.487
H 1.182 -0.125 5.279
H -0.131 -1.274 2.865
C -1.701 0.821 -1.262
C -1.939 2.072 -0.638
N -2.070 3.118 -0.116
N -2.322 0.693 -2.558
C -1.605 0.060 -3.547
C -1.990 0.102 -4.872
C -3.164 0.769 -5.228
C -3.958 1.301 -4.206
C -3.513 1.314 -2.884
H -0.614 0.557 -1.359
H -0.650 -0.341 -3.217
H -1.309 -0.371 -5.574
H -3.409 0.903 -6.277
H -4.923 1.754 -4.450
H -4.058 1.837 -2.087
*
```

Calculated values
- E_tot: -1506.4076 hartree
- E_HOMO: -7.010 eV


(7)
Formula: C26H28BClCoN8O4
Source: the OMol25 dataset
Level of theory: the ωB97M-V functional and the def2-TZVPD basis

```
! wB97M-V def2-TZVPD RIJCOSX def2/J DEFGRID3
* xyz 1 1
Co -0.025 -0.779 1.110
C -3.153 -1.133 -0.438
C -2.472 0.194 -0.364
C -2.883 1.417 -0.886
C -1.921 2.346 -0.515
C -1.881 3.812 -0.784
N -0.985 1.699 0.192
N -1.311 0.389 0.277
B 0.271 2.195 0.935
N 1.509 1.457 0.388
N 1.576 0.111 0.521
C 2.715 -0.321 -0.032
C 3.114 -1.757 -0.056
C 3.390 0.786 -0.541
C 2.603 1.891 -0.256
C 2.857 3.329 -0.557
N 0.116 1.705 2.382
N -0.046 0.377 2.627
C -0.106 0.185 3.950
C -0.269 -1.151 4.591
C 0.010 1.432 4.567
C 0.152 2.362 3.552
C 0.312 3.840 3.650
H -4.170 -1.004 -0.798
H -2.637 -1.805 -1.120
H -3.193 -1.609 0.543
H -3.779 1.604 -1.453
H -2.717 4.086 -1.423
H -1.953 4.380 0.144
H -0.955 4.104 -1.280
H 0.392 3.376 0.853
H 2.431 -2.366 0.530
H 3.131 -2.130 -1.081
H 4.115 -1.876 0.354
H 4.343 0.779 -1.044
H 3.816 3.433 -1.057
H 2.082 3.741 -1.205
H 2.877 3.923 0.357
H -0.278 -1.949 3.858
H 0.548 -1.327 5.290
H -1.198 -1.180 5.160
H -0.004 1.626 5.626
H 0.287 4.138 4.695
H 1.261 4.165 3.222
H -0.488 4.360 3.123
O -0.244 -6.503 0.053
C -0.624 -5.862 -1.037
O -1.096 -6.429 -1.981
C -0.433 -4.363 -1.079
C -0.566 -3.601 -2.225
Cl -0.855 -4.245 -3.758
N -0.366 -2.279 -1.922
N -0.114 -2.175 -0.576
C -0.159 -3.414 -0.095
C 0.102 -3.552 1.365
O 0.297 -4.608 1.918
O 0.074 -2.402 1.968
C -0.358 -1.116 -2.802
C -0.892 -1.126 -4.091
C -0.852 0.022 -4.868
C -0.298 1.194 -4.388
C 0.231 1.201 -3.109
C 0.203 0.058 -2.331
H 0.056 -5.905 0.780
H -1.356 -1.993 -4.504
H -1.266 -0.013 -5.867
H -0.281 2.086 -4.999
H 0.676 2.101 -2.704
H 0.638 0.068 -1.357
*
```

Calculated values
- E_tot: -3614.3327 hartree
- E_HOMO (spin up / spin down): -12.165 / -12.162 eV